[1]
DFT (ωB97M-V/def2-TZVPD) results for a cluster of 2 separate species, C5H10O in total.

Output
SMILES string = C[C@H]1[C@H]2C[C@@H]12.O
Energy above the lowest of the compared OMol25 structures with the same formula, charge and spin = 235.7 kJ/mol
Total charge = 0

Cartesian coordinates (Å):
C  0.81415  1.41870  0.39062
C  0.91812  -0.03816  -0.02830
C  0.50737  -1.13207  0.87951
C  -0.97156  -0.95059  0.90589
C  -0.23131  -1.02399  -0.38940
H  1.65096  1.65454  1.06222
H  -0.10810  1.65453  0.92742
H  0.88489  2.09086  -0.46655
H  1.85070  -0.21871  -0.56847
H  1.08461  -1.96900  1.23230
H  -1.54069  -1.83187  1.19408
H  -1.42490  -0.00837  1.21364
H  -0.35590  -1.78589  -1.15662
O  -1.45941  0.96413  -2.04996
H  -1.05366  0.51430  -1.28931
H  -0.81424  0.78940  -2.74563


[2]
DFT (ωB97M-V/def2-TZVPD) results for the molecule C3H6ClFN2 at a distorted geometry.

Output
SMILES string = CN/N=C\[C@@H](F)Cl
Energy above the lowest of the compared OMol25 structures with the same formula, charge and spin = 191.3 kJ/mol
Total charge = 0

Cartesian coordinates (Å):
C  3.34788  0.18649  -0.16115
N  1.93261  0.20870  0.09482
N  1.28646  -0.98760  -0.04570
C  -0.02616  -1.03292  0.12302
C  -0.92453  0.15495  0.45174
F  -0.43660  1.31575  -0.03029
Cl  -2.59199  -0.10565  -0.20096
H  3.89238  -0.61319  0.43797
H  3.75467  1.17192  0.08410
H  3.59090  -0.19871  -1.19438
H  1.41330  0.97844  -0.12234
H  -0.54666  -2.03479  0.13070
H  -1.02805  0.25171  1.52736


[3]
DFT (ωB97M-V/def2-TZVPD) results for a structure of composition C25H35N3O4Ru at a distorted geometry.

Output
Energy above the lowest of the compared OMol25 structures with the same formula, charge and spin = 121.7 kJ/mol
Total charge = +1
Spin multiplicity = 2

Cartesian coordinates (Å):
Ru  0.22591  -0.00216  0.14000
C  2.65311  -1.02866  1.18055
N  1.76253  -1.80962  0.29113
C  2.37549  -1.97788  -1.03400
C  1.43418  -2.39179  -2.15946
C  0.57067  -1.27189  -2.72893
N  -0.47722  -0.79706  -1.84537
C  -1.70929  -0.94747  -2.16933
C  -2.85202  -0.42274  -1.50104
C  -4.12397  -0.89295  -1.88813
C  -5.27405  -0.37868  -1.35420
C  -5.18749  0.64606  -0.39840
C  -3.96847  1.11359  0.01531
C  -2.75106  0.60358  -0.51193
O  -1.63915  1.11247  -0.11121
C  1.49117  -3.07490  0.98475
C  0.29511  -3.91851  0.54607
C  -0.96335  -3.11573  0.20703
N  -1.05082  -1.86926  0.93648
C  -2.05782  -1.68460  1.70701
C  -2.36170  -0.52519  2.48373
C  -3.63787  -0.43429  3.05742
C  -4.01435  0.65898  3.79785
C  -3.09718  1.69759  3.98746
C  -1.83993  1.63496  3.43616
C  -1.42071  0.52603  2.66256
O  -0.21607  0.47815  2.18858
H  3.53848  -1.61069  1.46533
H  2.11350  -0.75036  2.08760
H  2.98507  -0.12198  0.68971
H  3.17136  -2.73173  -0.96829
H  2.83178  -1.02395  -1.31139
H  0.80540  -3.22784  -1.86084
H  2.06532  -2.74315  -2.97789
H  0.13329  -1.63170  -3.66702
H  1.21160  -0.41408  -2.95968
H  -1.93562  -1.52098  -3.07404
H  -4.18105  -1.69332  -2.61777
H  -6.23861  -0.74879  -1.67162
H  -6.09277  1.06759  0.01896
H  -3.88097  1.90019  0.75393
H  1.33516  -2.81684  2.03155
H  2.38804  -3.70401  0.92763
H  0.08374  -4.57951  1.38831
H  0.54490  -4.55808  -0.30125
H  -1.83953  -3.74075  0.40354
H  -0.96888  -2.87702  -0.85399
H  -2.79306  -2.49077  1.79550
H  -4.34431  -1.23897  2.88617
H  -5.00536  0.71444  4.22499
H  -3.38450  2.55784  4.57805
H  -1.12293  2.43227  3.58354
C  -0.36410  2.24260  -3.09512
O  0.38321  2.01310  -1.91510
C  0.71792  3.21244  -1.25500
C  1.29815  2.82797  0.09538
O  2.17453  1.69951  -0.01217
C  3.34191  1.96352  -0.78011
H  -1.27324  2.81208  -2.88139
H  -0.64240  1.27240  -3.49833
H  0.23321  2.78352  -3.83672
H  -0.16706  3.83820  -1.09725
H  1.43903  3.78287  -1.85485
H  0.49598  2.50386  0.76272
H  1.82014  3.68058  0.54049
H  3.78759  2.91094  -0.46930
H  3.12036  1.99218  -1.84903
H  4.05625  1.16507  -0.58506


[4]
DFT (ωB97M-V/def2-TZVPD) results for a structure of composition C41H70CsIN4OP3Si at a distorted geometry.

Output
Energy above the lowest of the compared OMol25 structures with the same formula, charge and spin = 54.3 kJ/mol
Total charge = -1

Cartesian coordinates (Å):
Cs  0.13883  1.07502  0.99686
C  -1.37109  4.67626  -1.03628
C  -1.86431  3.96727  -2.30633
C  -3.08906  4.70661  -2.84358
P  -1.96448  2.12314  -1.85913
C  -3.82114  1.86521  -1.64580
C  -4.04010  0.72971  -0.64152
C  -4.63008  1.61020  -2.91316
C  -1.60038  1.30300  -3.45771
C  -1.90106  1.91117  -4.68031
C  -1.56078  1.31162  -5.87930
C  -0.90736  0.08666  -5.86567
C  -0.60061  -0.51404  -4.65551
C  -0.92688  0.06731  -3.42311
Si  -0.40677  -0.65677  -1.68930
C  1.13079  -1.67489  -2.29652
C  1.03910  -2.87622  -3.00747
C  2.14643  -3.47118  -3.59057
C  3.39077  -2.86256  -3.48516
C  3.51979  -1.69268  -2.75472
C  2.40952  -1.11377  -2.13459
P  2.53285  0.34838  -1.04348
C  4.15175  0.10649  -0.08692
C  4.01725  -1.16761  0.75119
C  5.52704  0.15859  -0.75833
C  3.08170  1.67015  -2.24814
C  1.95662  2.00948  -3.21850
C  3.52307  2.92151  -1.48936
C  -1.63620  -2.14050  -1.58085
C  -2.64620  -2.41612  -2.50716
C  -3.49057  -3.50711  -2.36077
C  -3.34531  -4.35032  -1.26837
C  -2.36682  -4.08718  -0.31973
C  -1.51239  -2.99316  -0.46480
P  -0.26364  -2.47023  0.77304
C  0.73308  -4.01115  1.20703
C  0.07678  -5.37852  1.39195
C  1.84886  -4.16368  0.16624
C  -1.32249  -2.18890  2.30690
C  -1.94115  -3.33694  3.09906
C  -2.41483  -1.20432  1.87693
H  -1.20311  5.74132  -1.22080
H  -0.43628  4.24543  -0.67560
H  -2.10507  4.58697  -0.23012
H  -1.06639  4.01955  -3.05522
H  -3.90714  4.69190  -2.12089
H  -3.46014  4.30206  -3.78481
H  -2.82711  5.75391  -3.01943
H  -4.17059  2.79096  -1.17604
H  -3.59958  -0.20151  -1.00309
H  -5.10960  0.55932  -0.48510
H  -3.59473  0.97229  0.32497
H  -4.28357  0.70379  -3.41197
H  -4.56206  2.43236  -3.62415
H  -5.68575  1.47520  -2.65803
H  -2.40086  2.87088  -4.70772
H  -1.80187  1.79690  -6.81830
H  -0.62591  -0.39154  -6.79758
H  -0.07012  -1.45654  -4.67414
H  0.06869  -3.35253  -3.11288
H  2.04372  -4.40150  -4.13880
H  4.25617  -3.29823  -3.97148
H  4.49558  -1.23358  -2.67747
H  4.09935  0.95668  0.60455
H  4.10830  -2.04866  0.11293
H  3.04679  -1.21678  1.25506
H  4.80194  -1.21999  1.51218
H  5.80677  -0.81258  -1.16674
H  6.28126  0.42262  -0.01151
H  5.58087  0.89800  -1.55869
H  3.92100  1.27067  -2.82838
H  1.07473  2.37261  -2.68389
H  1.65448  1.13944  -3.79859
H  2.27815  2.79041  -3.91422
H  2.71795  3.27858  -0.84057
H  3.76738  3.72279  -2.19170
H  4.40152  2.73818  -0.86844
H  -2.76706  -1.76353  -3.36583
H  -4.25950  -3.70914  -3.09834
H  -3.99478  -5.21002  -1.14800
H  -2.29167  -4.73894  0.53856
H  1.19197  -3.70973  2.15814
H  -0.34197  -5.72928  0.44841
H  -0.70505  -5.38799  2.14887
H  0.84509  -6.09665  1.69577
H  1.43849  -4.55284  -0.76623
H  2.61511  -4.86066  0.51964
H  2.32420  -3.21140  -0.06029
H  -0.62281  -1.66977  2.97354
H  -2.59335  -3.95434  2.48010
H  -2.55885  -2.91447  3.89821
H  -1.18370  -3.96785  3.56460
H  -3.18430  -1.72754  1.30582
H  -1.99306  -0.43661  1.23053
H  -2.88749  -0.72438  2.73764
C  3.72486  1.29247  3.66870
N  2.76129  1.31446  4.75131
C  2.89737  2.44890  5.65058
C  1.57997  0.65852  4.56874
O  1.30577  0.04227  3.54818
N  0.70890  0.69956  5.67897
C  1.17068  -0.06269  6.83021
C  -0.67539  0.41943  5.33184
H  4.72891  1.14158  4.07361
H  3.70106  2.23928  3.11976
H  3.48253  0.48122  2.98832
H  2.95368  3.37156  5.06703
H  3.80837  2.35186  6.24983
H  2.03434  2.51313  6.30194
H  2.24049  0.08132  6.96997
H  0.97615  -1.13790  6.70577
H  0.64966  0.27777  7.72748
H  -0.97674  1.08007  4.51887
H  -1.29564  0.62901  6.20440
H  -0.82885  -0.62406  5.02664
N  -3.60641  3.62601  3.76953
N  -3.33522  2.85176  2.59510
H  -2.91043  4.36083  3.86413
H  -3.46725  3.00769  4.55640
H  -2.32963  2.82536  2.44344
H  -3.73470  3.35351  1.81344
I  0.30966  3.85297  3.07430


[5]
DFT (ωB97M-V/def2-TZVPD) results for a structure of composition C29H31Br51I2O3 at a distorted geometry.

Output
E_tot = -3625072.0642 eV
Total charge = 0

Cartesian coordinates (Å):
C  1.22362  -0.55956  -1.94461
C  0.80882  0.98862  -2.18362
C  0.13462  1.02024  -3.61770
O  -0.58181  2.26984  -3.92656
C  -1.80870  2.39090  -3.19779
C  -2.15457  3.49823  -2.37178
C  -3.58759  3.45297  -1.61033
O  -4.28957  4.46695  -1.45608
C  -4.03687  1.99025  -1.12091
C  -3.69561  0.88352  -1.95047
C  -4.09778  -0.57369  -1.45232
I  -2.41190  -1.29410  -0.20032
C  -4.26383  -1.65671  -2.63630
C  -4.97960  -2.95528  -1.94827
I  -2.32543  -2.43346  -3.38528
C  -2.92984  1.24152  -3.30659
O  -3.15088  0.73875  -4.41976
H  1.99177  -0.90570  -2.72476
H  1.68146  -0.70141  -0.92437
H  0.30248  -1.22436  -2.07835
H  0.06769  1.23594  -1.34176
H  1.76004  1.60132  -2.08683
H  -0.49462  0.07466  -3.71725
H  0.98000  0.90334  -4.37402
H  -1.42711  4.36160  -2.22852
H  -4.60566  1.85040  -0.14039
H  -4.98932  -0.54570  -0.74068
H  -4.95468  -1.33059  -3.47530
H  -5.74694  -3.44064  -2.63697
H  -4.13771  -3.69926  -1.70232
H  -5.41787  -2.66296  -0.92768
C  -4.31249  5.10237  -5.79394
Br  -5.73504  6.34438  -5.34560
Br  -3.84475  3.96551  -4.29046
Br  -4.73468  4.06606  -7.37802
H  -3.43208  5.69742  -6.02799
C  0.79818  2.58310  -7.46845
Br  0.92734  1.00987  -8.60528
Br  -0.05161  2.18381  -5.75207
Br  2.52290  3.44115  -7.22982
H  0.15780  3.29591  -7.98648
C  -2.87511  -6.61261  -5.27214
Br  -2.87459  -6.62788  -3.33306
Br  -1.54507  -5.39469  -5.98431
Br  -2.68365  -8.39677  -6.00630
H  -3.84788  -6.24124  -5.58734
C  0.25346  0.43512  2.66366
Br  1.59190  -0.71797  1.87161
Br  1.02073  1.61125  4.00060
Br  -0.75446  1.42605  1.32869
H  -0.45501  -0.21213  3.17721
C  -9.03239  4.19211  -5.40425
Br  -10.37656  4.76542  -4.13052
Br  -7.71756  3.02376  -4.58697
Br  -9.82637  3.39068  -6.98201
H  -8.50344  5.08515  -5.73287
C  0.45890  -4.37050  -0.33937
Br  0.63045  -5.95490  -1.44228
Br  -0.54618  -4.72353  1.28128
Br  2.18352  -3.56902  0.04419
H  -0.11154  -3.64202  -0.91508
C  6.96304  3.08471  -7.01151
Br  6.77794  1.76599  -8.42034
Br  5.99604  4.71457  -7.41998
Br  6.46320  2.36599  -5.28129
H  8.01764  3.34548  -6.95553
C  -6.31755  9.52977  -7.56880
Br  -5.63296  11.32854  -7.33616
Br  -7.80369  9.16552  -6.37861
Br  -6.77083  9.16300  -9.41759
H  -5.51639  8.84565  -7.29512
C  5.19327  -3.34722  3.05614
Br  5.14136  -3.04282  1.14189
Br  6.86140  -4.15710  3.61614
Br  4.81394  -1.72918  4.05464
H  4.40116  -4.05705  3.28683
C  10.68143  -4.08082  5.84778
Br  10.59949  -5.42074  4.44932
Br  9.79967  -2.43597  5.32563
Br  9.99884  -4.75350  7.53240
H  11.73261  -3.84414  6.00004
C  -12.43104  6.66780  -7.98084
Br  -12.26031  5.09689  -9.10383
Br  -13.29272  6.25811  -6.29324
Br  -10.72640  7.55254  -7.72061
H  -13.07844  7.36600  -8.50692
C  3.21210  2.67799  7.10992
Br  3.93792  1.05262  6.33885
Br  1.35657  2.45929  7.63010
Br  4.30097  3.32837  8.57580
H  3.23765  3.43913  6.33265
C  1.66542  -1.60721  8.60227
Br  0.24245  -0.99495  9.77284
Br  2.87276  -2.82172  9.51251
Br  0.97978  -2.37263  6.95780
H  2.24664  -0.72978  8.32350
C  -1.25317  -5.93810  7.52192
Br  -1.32728  -5.61830  5.61036
Br  0.43360  -6.73090  8.05521
Br  -1.64413  -4.33241  8.53472
H  -2.03284  -6.66003  7.75491
C  7.02279  -2.42915  10.56440
Br  6.99055  -2.14462  8.64643
Br  8.68823  -3.23595  11.14832
Br  6.63072  -0.80029  11.54038
H  6.22891  -3.13664  10.79440
C  -0.23596  -3.23980  13.56472
Br  0.49446  -1.46539  13.84614
Br  -1.80620  -3.55457  14.65812
Br  -0.58272  -3.58563  11.68894
H  0.52270  -3.95079  13.88489
C  13.75238  -4.13748  1.62321
Br  14.77227  -5.63703  2.30906
Br  12.27059  -4.71925  0.51660
Br  13.16760  -2.95523  3.04396
H  14.42033  -3.56278  0.98530


[6]
DFT (ωB97M-V/def2-TZVPD) results for a structure of composition C32H57AlF7INO9 at a distorted geometry.

Output
E_tot = -87739.4816 eV
Total charge = -1

Cartesian coordinates (Å):
N  9.47120  3.00032  -0.52574
C  8.59639  3.99114  -1.27628
C  7.09792  4.16878  -0.59703
C  6.21249  5.04021  -1.71491
C  5.54113  4.09990  -2.87773
Al  3.91377  2.97808  -2.19025
C  2.74955  2.65797  -3.89619
C  1.31482  1.93290  -3.57527
C  1.43377  0.47507  -2.81710
C  1.02039  0.53927  -1.20531
O  0.79456  -0.80704  -0.62297
C  1.65523  -0.84819  0.57039
O  1.10141  -1.14283  1.76068
C  4.61754  1.13536  -1.62986
C  5.51425  0.44082  -2.85904
O  4.98687  -0.22562  -3.88919
I  7.72060  0.64710  -2.68721
C  2.80273  3.95863  -0.77407
F  1.33380  3.67897  -0.83112
F  2.93152  5.43154  -1.08563
C  3.26715  3.71327  0.77765
F  4.53968  2.97618  0.94819
F  2.18147  2.92672  1.43542
C  3.43787  5.12357  1.65490
F  2.18985  5.92770  1.71566
F  4.64656  5.90572  1.26285
F  3.70135  4.66367  3.06674
H  9.60495  3.43132  0.43148
H  10.39361  3.02415  -1.05634
H  9.13676  5.04244  -1.31532
H  8.41855  3.68027  -2.41311
H  6.65990  3.08893  -0.48112
H  7.11700  4.79537  0.40194
H  5.47220  5.76432  -1.16903
H  7.02393  5.71993  -2.26640
H  5.15040  4.80099  -3.75062
H  6.28179  3.31429  -3.33150
H  2.48928  3.70192  -4.40377
H  3.38333  2.06288  -4.68383
H  0.52644  2.64262  -3.02784
H  0.81680  1.70291  -4.63529
H  2.45299  -0.06644  -3.01549
H  0.59569  -0.21399  -3.31451
H  0.05298  1.23584  -1.14286
H  1.85994  1.14289  -0.61349
H  2.81645  -0.69406  0.54300
H  5.36710  1.18106  -0.70419
H  3.80106  0.34659  -1.34648
C  -4.08712  2.21858  -1.02323
C  -2.67653  2.45745  -0.55501
O  -1.73057  1.83404  -1.03381
C  -2.46808  3.48859  0.52171
H  -4.08538  1.44854  -1.80200
H  -4.70153  1.87092  -0.18897
H  -4.50024  3.13927  -1.44268
H  -3.01053  3.19764  1.42480
H  -2.80911  4.46595  0.17112
H  -1.40109  3.55436  0.75950
C  -1.95020  -2.18875  -0.69739
C  -3.28621  -2.87894  -0.62824
O  -4.26069  -2.44683  -1.24176
C  -3.38382  -4.11828  0.22060
H  -2.02906  -1.30982  -1.34600
H  -1.64938  -1.86096  0.30082
H  -1.20295  -2.86699  -1.11680
H  -3.14668  -3.87653  1.25972
H  -2.70039  -4.88256  -0.15788
H  -4.40589  -4.50908  0.17602
C  -4.98264  -8.06986  1.11329
C  -3.53311  -7.68445  1.24136
O  -3.19449  -6.66025  1.83218
C  -2.51391  -8.60063  0.61858
H  -5.60355  -7.31662  1.60981
H  -5.26333  -8.11418  0.05801
H  -5.15392  -9.03632  1.59382
H  -2.68472  -8.66879  -0.45875
H  -2.57519  -9.59083  1.07706
H  -1.51042  -8.19680  0.78962
C  -9.12802  -7.81577  0.49652
C  -8.83065  -9.21646  0.03207
O  -7.67884  -9.58260  -0.19594
C  -9.99708  -10.15185  -0.14264
H  -8.19139  -7.25404  0.57799
H  -9.77501  -7.31394  -0.22730
H  -9.60565  -7.84373  1.47906
H  -10.68294  -9.75402  -0.89482
H  -10.51351  -10.28390  0.81146
H  -9.63240  -11.12727  -0.48163
C  -3.50602  -5.04387  4.35829
C  -4.81390  -4.93209  5.09519
O  -5.88142  -4.84103  4.49117
C  -4.76514  -4.93603  6.59972
H  -3.69485  -5.02789  3.27962
H  -2.86256  -4.19812  4.61330
H  -3.01520  -5.98634  4.61350
H  -4.17760  -4.08557  6.95465
H  -4.33036  -5.87373  6.95487
H  -5.78238  -4.84920  6.99599
C  2.03877  10.54351  -0.02166
C  3.33145  9.77324  0.01990
O  4.16462  9.87500  -0.87910
C  3.56531  8.87361  1.20396
H  2.00722  11.15039  -0.93278
H  1.19374  9.85059  -0.03352
H  1.97429  11.20798  0.84356
H  2.78816  8.10637  1.24688
H  3.56882  9.46368  2.12389
H  4.53819  8.38175  1.09946